No. 1
# C21H26CaClGeN6O5S

C21H26CaClGeN6O5S as an isolated structure (wB97M-V/def2-TZVPD, OMol25).

Structure (XYZ):
```
62
Properties=species:S:1:pos:R:3:forces:R:3:lowdin_charge:R:1
Ge -0.15881 -0.07236 -3.34544 -0.3 0.5 0.0 1.14
Ca 0.43799 0.57112 0.43484 0.0 0.4 0.7 1.22
Cl 1.54831 -1.88837 -0.61598 -0.5 0.7 0.2 0.68
S -0.54140 3.09649 -0.22630 0.1 -0.1 -0.1 0.61
O 1.05906 -1.70574 0.75871 0.2 -0.3 -0.1 -0.44
O -0.98974 0.38588 -1.47497 0.4 0.0 -0.5 -0.39
O 1.87400 -0.49692 -1.05358 0.1 -0.5 0.0 -0.50
O 0.45701 -2.35368 -1.41631 0.0 -0.2 -0.1 -0.32
O 2.68088 -2.71452 -0.67584 0.2 -0.1 0.0 -0.23
N 2.20075 1.53608 1.80561 -0.1 0.0 -0.1 0.04
N -0.34978 0.37411 2.72852 0.2 -0.2 0.1 0.05
N -0.05375 -0.30819 4.96249 -0.1 0.0 -0.1 -0.16
N -1.95335 1.34043 -1.71585 0.1 -0.4 -0.1 -0.18
N 1.46303 1.13654 4.00781 0.0 0.0 0.1 0.14
N 3.31300 2.41258 3.67529 0.0 -0.1 0.0 0.16
C 0.29853 0.39270 3.84270 0.0 0.1 0.0 -0.42
C -3.83476 3.13908 -2.48169 0.0 0.1 0.0 -0.04
C -0.18665 4.35778 -5.00890 0.0 0.0 0.0 -0.07
C -1.79214 2.61403 -1.26478 0.0 0.1 0.0 -0.70
C 1.33598 -2.30896 -4.30302 -0.1 -0.1 0.0 -0.12
C -3.02304 0.91552 -2.44268 -0.2 0.2 0.3 -0.06
C -1.07837 2.12952 -4.96618 -0.1 -0.1 0.0 -0.11
C 1.43937 -0.97797 -3.90483 0.1 -0.2 0.1 -0.34
C 0.73049 2.72000 -3.50909 0.1 0.0 0.1 -0.13
C 3.74296 -0.96606 -4.60845 0.0 0.0 0.0 -0.07
C 2.65152 -0.31005 -4.06694 0.0 0.2 0.0 -0.10
C 2.30768 1.71202 3.07008 0.0 0.0 0.0 -0.49
C -1.08560 3.41558 -5.48635 0.0 0.0 0.0 -0.07
C -1.09152 -1.31852 4.84764 0.0 0.0 0.0 -0.05
C 0.72174 4.00859 -4.01903 0.0 0.0 0.0 -0.07
C -3.98273 1.79054 -2.84298 0.1 -0.2 0.0 -0.04
C 2.42631 -2.96415 -4.85407 0.0 0.0 0.0 -0.06
C 0.15093 0.16998 6.32594 0.0 0.0 0.0 -0.04
C -0.17399 1.76427 -3.96785 -0.1 0.0 -0.1 -0.31
C 3.63108 -2.29382 -5.00041 0.0 0.0 0.0 -0.06
C -2.78103 3.52658 -1.70805 0.0 0.0 0.0 -0.07
H 1.44386 2.47718 -2.72919 0.0 0.0 0.0 0.09
H -0.94725 -1.91221 3.94632 0.0 0.0 0.0 0.10
H 1.42358 4.74057 -3.64226 0.0 0.0 0.0 0.11
H 4.48600 -2.80494 -5.42306 0.0 0.0 0.0 0.11
H -0.18996 5.36270 -5.41017 0.0 0.0 0.0 0.11
H -3.04733 -0.14445 -2.62311 0.0 0.0 -0.1 0.11
H 2.33657 -3.99786 -5.15895 0.0 0.0 0.0 0.11
H -2.66646 4.55319 -1.39378 0.0 0.0 0.0 0.11
H 1.91494 0.99032 4.89435 0.0 0.0 0.0 0.13
H -0.81697 0.36160 6.79478 0.0 0.0 0.0 0.10
H -4.82536 1.42835 -3.41148 0.0 0.0 0.0 0.12
H -1.79098 3.68028 -6.26299 0.0 0.0 0.0 0.11
H 4.68180 -0.44202 -4.72656 0.0 0.0 0.0 0.11
H 0.68514 -0.57265 6.91896 0.0 0.0 0.0 0.10
H -1.00946 -1.98969 5.70020 0.0 0.0 0.0 0.10
H 2.94513 2.03766 1.32947 -0.1 0.0 -0.1 0.08
H 3.96150 2.91535 3.09493 0.0 0.0 0.0 0.11
H 3.16301 2.79212 4.59407 0.0 0.1 0.0 0.11
H -1.79206 1.40986 -5.35350 0.0 0.0 0.0 0.10
H 0.69450 1.11023 6.35719 0.0 0.0 0.0 0.08
H -1.20597 -0.15337 2.86312 0.0 0.1 -0.1 0.05
H -1.40126 -0.87351 -3.71935 0.1 -0.1 -0.2 0.03
H -2.09878 -0.88692 4.85073 0.0 0.0 0.0 0.10
H 0.40837 -2.85362 -4.17486 0.0 0.0 0.0 0.10
H -4.56679 3.87198 -2.79306 0.0 0.0 0.0 0.12
H 2.75322 0.72805 -3.77544 0.0 0.0 0.0 0.10
```
Forces are in eV/Å.

Total charge: +1
Lowest unoccupied orbital energy (eV): -2.56
Orbital gap (eV): 8.209
Energy relative to the best compared isomer or geometry (same formula, charge and spin) (eV): 0.000
E_tot (Eh): -5133.14212



No. 2
# C21H26CrN4O2S2

C21H26CrN4O2S2 as an isolated structure (wB97M-V/def2-TZVPD, OMol25).

Structure (XYZ):
```
56
Properties=species:S:1:pos:R:3:forces:R:3:mulliken_spin:R:1
Cr 0.22372 -0.27433 -0.10571 1.4 -0.4 0.4 3.90
S -0.05053 -1.62706 1.76703 0.2 -0.2 0.5 -0.05
S -2.67041 -2.80655 2.56983 -0.1 -0.1 0.3 0.00
O 2.21834 -0.63523 -0.30759 0.1 -0.1 0.1 -0.03
O 0.39893 0.94913 -1.50664 0.3 0.6 -0.7 -0.07
N 4.21361 -0.37351 -1.27015 -0.3 0.0 0.0 0.00
N -1.71037 -0.15165 -0.13624 -1.1 0.8 -0.8 -0.11
N -2.41626 -0.97228 0.70297 -1.0 -0.7 0.5 0.03
N 3.07465 -2.50325 -1.19787 0.0 0.3 0.1 0.00
C 4.04004 1.04998 -1.02068 -0.4 0.2 0.1 0.00
C -0.92436 3.42595 -3.73272 0.1 -0.2 0.1 0.02
C -2.46282 0.54640 -0.98216 0.0 -0.7 0.9 0.08
C -2.29594 3.21952 -3.59173 -0.3 0.1 -0.1 -0.01
C 3.16968 -1.17259 -0.91023 0.1 -0.3 -0.1 -0.02
C -4.44475 -0.92662 3.45242 -0.2 0.3 0.0 0.00
C 4.07652 -3.36104 -1.79002 0.3 0.0 -0.1 0.00
C -3.24450 -1.67564 3.91381 0.2 -0.3 -0.5 0.01
C -0.05007 2.64270 -3.02767 0.1 0.1 0.0 0.01
C -6.77050 -0.92621 2.82699 -0.1 -0.1 0.0 0.00
C -3.95657 0.37938 -0.92584 0.0 -0.2 0.2 0.02
C -0.49473 1.65159 -2.12611 -0.5 -0.1 0.1 0.04
C -5.45707 1.05598 2.53948 0.0 0.1 -0.1 0.00
C -1.75828 -1.66353 1.56118 0.3 0.3 -0.3 0.05
C -2.75904 2.26450 -2.72324 0.0 0.0 0.1 0.00
C 5.56102 -0.67116 -1.70030 0.1 -0.2 -0.1 0.00
C -1.90247 1.46531 -1.93303 0.7 0.6 -0.6 0.10
C -6.66634 0.39537 2.42160 -0.1 0.1 -0.1 0.00
C -4.35078 0.40105 3.05157 0.0 -0.2 0.1 0.00
C -5.66800 -1.58069 3.34046 0.0 0.1 0.1 0.00
C 1.80004 -3.11813 -0.85116 -0.3 0.2 0.3 0.02
H 4.52641 1.60457 -1.81954 0.1 0.0 -0.1 0.00
H -4.19650 -0.36635 -0.17314 -0.1 0.1 -0.2 0.00
H -0.55897 4.19369 -4.39915 0.1 0.0 -0.1 0.00
H 3.66945 -4.36732 -1.85772 0.0 0.1 0.0 0.00
H -2.40400 -1.03158 4.16355 0.0 0.0 0.1 0.00
H 6.27082 -0.30586 -0.95228 0.0 0.0 0.0 0.00
H -5.74456 -2.61384 3.65263 0.0 -0.1 0.0 0.00
H -4.44443 1.31172 -0.65212 0.0 0.1 0.0 0.00
H 1.01881 2.77871 -3.12414 0.0 -0.1 0.0 0.00
H 4.48754 1.34048 -0.06753 0.0 0.0 0.0 0.00
H 1.75542 -4.12224 -1.25997 0.1 0.0 -0.1 0.00
H 0.97191 -2.52877 -1.27351 0.2 -0.3 0.1 -0.01
H -3.40943 0.92208 3.14853 0.1 0.0 0.0 0.00
H -4.34303 0.05828 -1.89086 0.0 0.1 -0.1 0.00
H 5.75680 -0.14202 -2.63645 0.1 -0.1 0.0 0.00
H 1.66774 -3.17177 0.23254 -0.1 0.0 -0.2 0.00
H 2.97907 1.29437 -1.00193 0.2 0.1 -0.1 0.01
H 4.33504 -3.03965 -2.80226 0.1 -0.1 0.1 0.00
H -3.46570 -2.34106 4.74793 0.0 0.1 0.0 0.00
H -3.82352 2.13516 -2.63004 -0.2 0.0 0.0 0.00
H -7.71300 -1.44804 2.73803 -0.1 0.0 0.0 0.00
H 4.97330 -3.42713 -1.16836 0.0 0.0 -0.1 0.00
H -5.37062 2.08689 2.22715 0.0 0.1 0.0 0.00
H -7.52920 0.90727 2.01715 0.0 0.0 0.0 0.00
H -2.99220 3.81624 -4.16342 -0.1 0.0 0.0 0.00
H 5.74643 -1.72259 -1.85704 0.0 0.0 0.0 0.00
```
Forces are in eV/Å.

Total charge: 0
Lowest unoccupied orbital energy (alpha / beta) (eV): 0.18 / 0.03
Expectation value of S²: 6.02
Orbital gap (alpha / beta) (eV): 7.473 / 7.587
Multiplicity: 5
Energy relative to the best compared isomer or geometry (same formula, charge and spin) (eV): 0.000
E_tot (Eh): -3026.22008



No. 3
# C21H26F2O21

A 7-piece molecular cluster, C21H26F2O21 overall (wB97M-V/def2-TZVPD, OMol25).

Structure (XYZ):
```
70
Properties=species:S:1:pos:R:3:forces:R:3:lowdin_charge:R:1
F -2.09795 -2.20092 -1.94717 2.6 -0.1 -3.0 0.11
F 2.35975 0.32762 -0.99182 0.9 -1.1 -1.6 0.06
O -1.32846 -0.60874 -0.47076 0.2 -1.1 0.9 -0.01
O 4.62244 -3.24517 -2.39222 -0.1 0.1 0.8 0.17
O -1.42033 -1.68295 4.74384 1.0 1.2 3.3 0.10
O 1.89241 0.45504 1.86330 2.4 1.8 4.2 -0.09
O 0.01279 0.01768 4.00383 -3.2 -4.3 0.4 0.13
O -0.95082 -1.58594 2.69263 0.0 1.3 -1.1 0.02
O -1.03202 -2.70576 0.51302 1.6 3.7 -2.4 0.11
O -2.17536 1.53841 -2.48998 -2.6 -2.8 6.3 0.12
O 5.14824 -1.49502 -1.19745 4.7 1.4 1.2 0.15
O 0.79402 2.28280 2.81576 2.8 -2.5 -0.2 0.15
O 1.11247 2.22702 -1.16621 1.6 -1.5 2.7 0.00
O 0.42471 3.98347 -1.98350 -1.2 3.8 -0.4 0.04
O -4.00406 -4.69556 0.93448 1.0 2.0 -0.8 0.15
O -4.12407 -2.43552 0.47613 -0.3 -2.3 2.2 0.03
O -3.19836 -3.81324 -1.01635 -1.5 0.2 -0.1 0.13
O -0.11683 3.49103 0.18909 1.1 0.6 -1.7 0.18
O 0.37262 -0.91590 0.85730 0.3 -1.5 -0.5 0.07
O 2.32929 0.99466 3.93185 -0.1 2.3 0.9 0.06
O -1.78288 3.11956 -3.77558 0.8 3.3 -1.5 0.09
O 3.08291 -1.87242 -1.55540 -2.2 1.7 0.8 0.17
O -1.53508 1.02799 -4.47831 0.1 0.8 0.5 0.14
C -0.49080 0.46214 -0.76045 1.9 0.1 1.3 -0.07
C 1.40559 2.02192 -2.48436 -0.7 1.3 -2.4 -0.08
C 0.43969 3.28978 -0.87013 -0.1 0.0 1.3 -0.59
C 1.58938 1.35129 2.86059 -1.1 1.3 0.8 -0.49
C -1.80675 1.83814 -3.60932 1.7 -1.4 -7.2 -0.74
C 4.33590 -2.29474 -1.71960 -1.9 -3.4 -3.7 -0.65
C -0.68860 -1.53553 0.31890 0.2 -0.6 -0.2 -0.42
C -0.72898 -0.98923 3.86897 1.4 1.6 -1.5 -0.44
C -1.98553 -2.57332 2.64760 0.2 -0.8 4.2 -0.06
C -3.73866 -3.73564 0.24674 -1.4 -0.5 -0.7 -0.50
C 4.56201 -0.33925 -0.77724 -0.1 1.6 1.2 -0.07
C -3.31372 -2.54406 -1.67033 -1.3 1.0 3.0 -0.30
C 2.88606 -0.42598 2.24539 0.2 -1.3 0.7 -0.11
C -2.05497 -2.79359 4.23105 -2.2 -1.4 -2.7 -0.10
C -3.71133 -1.58538 -0.52262 -0.8 0.6 -1.0 -0.09
C 3.11309 -0.70538 -0.65336 1.5 -2.7 0.0 -0.27
C -2.31099 2.65666 -1.67463 -1.9 1.5 2.2 -0.11
C 3.05725 -0.16020 3.77367 0.3 -1.7 -1.4 -0.09
C -2.12968 3.83678 -2.56730 -0.1 -0.1 -1.0 -0.04
C 1.07303 3.43233 -3.08457 2.6 -1.8 0.2 -0.05
C 0.42949 0.46351 0.53995 -2.9 1.6 -4.8 -0.12
H -2.84605 -0.97095 -0.27390 -1.2 -0.7 0.2 0.09
H -4.53196 -0.89939 -0.73257 -0.3 -0.2 -0.4 0.14
H 2.89202 -1.11475 0.33236 -0.8 0.2 -1.0 0.12
H 0.64736 1.32371 -2.83890 0.8 -0.4 -0.6 0.12
H 0.02112 0.18463 -1.68188 0.3 -0.3 0.2 0.13
H -4.02314 -2.35421 -2.47580 0.3 -1.4 -0.6 0.17
H -3.11384 -2.74263 4.48461 0.1 0.0 0.4 0.13
H 2.58456 -0.98585 4.30563 -0.2 0.1 0.2 0.13
H 4.64114 0.49442 -1.47497 0.3 -0.1 -0.3 0.15
H -1.23661 4.33089 -2.18470 -1.3 0.8 -0.8 0.11
H 2.03866 3.92617 -3.19316 -0.2 0.5 -0.3 0.14
H -1.01680 1.38321 -1.01156 0.5 -1.7 1.4 0.08
H 2.45325 1.73652 -2.57948 -0.5 -0.1 -0.4 0.14
H -1.55132 2.75574 -0.89927 -0.7 -0.5 -0.2 0.09
H -3.26591 2.63785 -1.14939 -0.1 -0.2 -0.1 0.16
H -2.98160 4.46905 -2.81744 0.0 -0.1 0.4 0.15
H 0.53600 3.38437 -4.03188 -0.4 0.4 0.5 0.14
H 1.44704 0.78588 0.31911 -2.9 -0.1 -0.5 0.10
H -1.59967 -3.40496 2.05806 -0.7 0.2 0.9 0.12
H 4.08763 -0.11562 4.12645 -0.1 0.6 -0.1 0.13
H -2.99483 -2.24983 2.39310 0.6 0.5 -0.8 0.13
H 3.66232 -0.33558 1.48554 0.9 0.6 1.5 0.10
H 0.02085 1.16344 1.26880 -0.5 -0.6 0.0 0.13
H 2.46706 -1.40906 2.03070 0.0 -0.4 0.6 0.14
H 5.05488 -0.07638 0.15875 -0.2 0.3 0.0 0.14
H -1.70913 -3.79525 4.48641 0.8 0.5 0.6 0.13
```
Forces are in eV/Å.

Total charge: 0
Lowest unoccupied orbital energy (eV): -0.05
Structure (SMILES): O=C1OC[C@@H](F)O1.O=C1OC[C@@H](F)O1.O=C1OCCO1.O=C1OCCO1.O=C1OCCO1.O=C1OCCO1.O=C1OCCO1
Orbital gap (eV): 10.107
Energy relative to the best compared isomer or geometry (same formula, charge and spin) (eV): 6.441
E_tot (Eh): -2595.27464



No. 4
# C21H26FN3O2

One molecule with the formula C21H26FN3O2 (wB97M-V/def2-TZVPD, OMol25).

Structure (XYZ):
```
53
Properties=species:S:1:pos:R:3:forces:R:3:lowdin_charge:R:1
F -4.88980 -2.48450 -0.10262 0.0 0.1 0.0 0.05
O 2.62348 1.49246 2.80883 0.1 0.3 0.0 0.06
O -3.88943 2.01850 0.17828 0.1 0.3 -0.1 0.09
N 2.95220 -0.66433 2.20288 0.1 -0.3 0.1 0.07
N 4.32981 0.37251 -0.03614 0.2 -0.1 0.0 -0.20
N -3.27433 -0.05967 0.90068 0.1 -0.5 0.2 0.14
C 0.07453 -0.93255 2.09593 0.1 0.1 0.0 -0.03
C -5.15586 -1.80787 -1.25350 -0.1 0.2 -0.2 -0.22
C -1.93130 0.10163 1.24902 0.4 0.1 0.1 -0.21
C 3.93756 -0.04108 -1.36810 -0.2 -0.2 0.0 -0.25
C -5.73332 0.20130 -2.37232 0.0 -0.1 0.0 -0.02
C 2.18750 0.44631 2.36812 -0.1 -0.3 0.1 -0.46
C -5.66329 -0.46397 -3.58318 0.0 0.1 -0.1 -0.08
C -5.34355 -1.81087 -3.62451 0.0 0.0 0.0 -0.08
C -4.14704 0.86180 0.41169 -0.6 -0.2 0.1 -0.45
C -5.48625 -0.46064 -1.17543 -0.1 -0.3 0.0 -0.16
C 4.02169 2.80637 0.05579 0.3 -0.1 0.0 -0.07
C 0.06639 1.39566 1.52796 0.2 -0.2 0.1 0.00
C -1.25866 1.31656 1.14958 -0.1 0.1 -0.1 0.01
C 2.62153 -0.81636 -1.34793 0.3 0.2 -0.1 -0.08
C 4.39209 -0.58752 2.20848 0.3 0.0 -0.1 -0.15
C 5.01701 1.65146 0.01456 -0.2 0.2 0.0 -0.25
C 4.93424 -0.66429 0.77178 -0.2 0.2 0.3 -0.18
C -5.08583 -2.49421 -2.44900 0.0 0.0 0.2 -0.01
C 0.75390 0.27824 1.99263 -0.2 0.2 0.0 -0.15
C -1.25345 -1.01809 1.73190 -0.1 0.1 -0.1 -0.02
C -5.53193 0.26272 0.13952 0.2 0.2 0.0 -0.04
H -4.83180 -3.54240 -2.44630 0.0 -0.1 0.0 0.12
H 4.71981 -0.64814 -1.85841 0.0 0.1 0.0 0.12
H 0.56848 -1.80786 2.49254 0.0 -0.1 0.0 0.11
H -5.97857 1.25188 -2.34304 0.0 0.1 0.0 0.12
H 4.64847 0.37044 2.66442 0.1 -0.1 0.0 0.12
H -1.77813 -1.95933 1.82386 -0.1 -0.1 0.0 0.11
H -3.62430 -0.99921 1.03492 -0.1 0.2 -0.1 0.13
H 3.41174 2.72175 0.95041 -0.1 0.0 0.1 0.05
H 4.67298 -1.63997 0.35318 0.0 0.0 0.0 0.11
H 4.80766 -1.40092 2.81222 0.0 0.1 0.0 0.12
H 4.55203 3.75514 0.07825 0.0 0.2 -0.1 0.07
H 3.36988 2.79227 -0.81421 -0.1 0.0 -0.1 0.07
H -1.77799 2.18664 0.78516 0.0 0.0 0.0 0.10
H 3.79482 0.85867 -1.96850 0.1 0.0 0.0 0.11
H -6.24408 1.08571 0.08608 0.1 0.0 0.1 0.13
H 5.70309 1.76918 -0.84191 0.0 0.0 0.1 0.12
H 6.03396 -0.59682 0.79562 -0.1 -0.1 -0.1 0.12
H 1.86301 -0.23750 -0.82652 -0.1 0.0 0.0 0.07
H 5.61737 1.68368 0.92559 0.1 0.0 0.0 0.11
H 2.55904 -1.42316 1.66823 -0.1 0.1 0.0 0.12
H 2.73352 -1.77544 -0.84676 0.0 -0.1 0.1 0.06
H 2.28496 -1.00421 -2.36460 -0.1 -0.1 -0.1 0.07
H -5.86054 0.07121 -4.49922 0.0 0.0 -0.1 0.10
H -5.29234 -2.33107 -4.56829 0.0 -0.1 -0.1 0.11
H -5.81533 -0.41498 0.94591 0.0 0.0 0.0 0.12
H 0.59438 2.33488 1.46650 0.0 0.1 0.0 0.12
```
Forces are in eV/Å.

Total charge: 0
Lowest unoccupied orbital energy (eV): 0.64
Structure (SMILES): CCN(CC)CCNC(=O)c1ccc(NC(=O)Cc2ccccc2F)cc1
Orbital gap (eV): 8.910
Energy relative to the best compared isomer or geometry (same formula, charge and spin) (eV): 0.000
E_tot (Eh): -1230.47966